Record 1
Molecular formula: C4H8N2
Method: DFT, wB97M-V/def2-TZVPD

Structure (ORCA input):
```
! wB97M-V def2-TZVPD RIJCOSX def2/J DEFGRID3
* xyz 0 1
C 1.83 -0.31 -0.83
N 0.62 0.24 -0.22
C 0.69 0.21 1.23
C -2.88 0.26 -0.32
C -1.63 -0.10 -0.47
N -0.48 -0.49 -0.72
H 2.66 0.35 -0.59
H 1.69 -0.34 -1.91
H 2.06 -1.33 -0.47
H 0.86 -0.81 1.62
H -0.23 0.60 1.66
H 1.52 0.84 1.56
H -3.33 0.94 -1.02
H -3.47 -0.12 0.51
*
```

Values from the calculation:
gap between HOMO and LUMO	9.5621	eV
highest occupied orbital energy	-0.3123	Eh
SMILES string	C=C=NN(C)C
E_tot	-7255.2516	eV



Record 2
Molecular formula: C4H5IrN5O2S5
Method: DFT, wB97M-V/def2-TZVPD

Structure (ORCA input):
```
! wB97M-V def2-TZVPD RIJCOSX def2/J DEFGRID3
* xyz 2 2
Ir -0.16 -0.14 0.01
N 2.48 0.06 0.01
N 2.87 1.42 0.01
C 1.95 2.39 0.01
N 2.27 3.66 0.01
N 0.69 1.92 0.01
N -0.41 2.67 0.01
O -0.38 3.86 0.01
O -1.42 1.97 0.01
H 2.85 -0.41 0.84
H 2.85 -0.41 -0.81
H 3.86 1.64 0.01
H 3.22 4.00 0.01
H 1.53 4.37 0.01
S -4.85 -5.92 -0.08
C -3.80 -4.64 -0.05
S -2.06 -4.84 -0.04
C -1.68 -3.14 -0.01
C -2.76 -2.27 -0.01
S -2.65 -0.57 0.02
S -4.35 -2.99 -0.03
S -0.03 -2.63 0.00
*
```

Values from the calculation:
gap between HOMO and LUMO (alpha / beta)	5.6535 / 5.8575	eV
highest occupied orbital energy (alpha / beta)	-0.5740 / -0.5769	Eh
E_tot	-72767.3651	eV
expectation value of S²	1.1110



Record 3
Molecular formula: C3H4OS
Method: DFT, wB97M-V/def2-TZVPD

Structure (ORCA input):
```
! wB97M-V def2-TZVPD RIJCOSX def2/J DEFGRID3
* xyz 0 1
C 0.82 -0.38 0.91
C 0.02 0.39 0.23
C -0.60 -0.03 -1.04
H 0.86 -1.55 0.87
H 0.57 1.30 0.25
H -0.33 -0.82 -1.72
H -0.91 0.79 -1.79
O 1.36 0.22 1.93
S -1.78 0.08 0.34
*
```

Values from the calculation:
gap between HOMO and LUMO	9.3443	eV
highest occupied orbital energy	-0.3551	Eh
SMILES string	O=C[C@H]1CS1
E_tot	-16055.4342	eV